Record 1
14
Properties=species:S:1:pos:R:3 method="wB97M-V/def2-TZVPD" lumo_energy_ev="0.3 / -0.5" charge=0
C 1.098 -0.531 -1.716
C 0.156 0.460 -1.037
C -0.338 -0.036 0.278
C -1.543 0.762 2.014
O -1.479 0.513 0.741
C 0.363 -0.905 1.136
N 0.913 -1.720 1.766
H 1.946 -0.768 -1.065
H 1.492 -0.113 -2.646
H 0.577 -1.467 -1.941
H 0.671 1.423 -0.888
H -0.718 0.681 -1.664
H -2.518 0.766 2.473
H -0.620 0.934 2.549


Record 2
14
Properties=species:S:1:pos:R:3 method="wB97M-V/def2-TZVPD" lumo_energy_ev=1.0 charge=0
C -0.711 -2.052 1.027
N -1.000 -0.638 1.233
C -0.514 0.154 0.397
O -0.698 1.529 0.387
C -0.013 1.611 -0.877
C 1.399 1.197 -0.715
C 0.306 0.145 -0.862
H 0.361 -2.271 1.117
H -1.235 -2.645 1.782
H -1.040 -2.398 0.037
H -0.440 2.247 -1.644
H 1.900 1.334 0.240
H 2.029 1.299 -1.595
H 0.303 -0.605 -1.642


Record 3
14
Properties=species:S:1:pos:R:3 method="wB97M-V/def2-TZVPD" lumo_energy_ev="-0.6 / -0.5" charge=0
C 0.110 1.523 -0.475
C 1.119 0.759 0.369
O 0.485 0.304 1.557
C -0.161 -0.891 0.964
C -1.305 -0.510 0.135
N -0.558 0.197 -0.771
C 0.629 -0.549 -0.364
H -0.539 2.257 0.005
H 0.527 1.916 -1.404
H 2.133 1.126 0.539
H -0.127 -1.712 1.678
H -0.417 -2.274 -1.328
H -2.386 -0.514 0.235
H 0.490 -1.631 -1.139


Record 4
14
Properties=species:S:1:pos:R:3 method="wB97M-V/def2-TZVPD" lumo_energy_ev="-0.2 / -0.2" charge=0
H -1.975 0.991 -1.739
N -2.098 0.176 -1.139
C -1.250 0.150 -0.198
C -1.224 -0.909 0.853
O -0.611 1.484 0.203
C 0.728 1.359 0.342
C 1.278 0.266 -0.184
C 2.257 -0.519 -0.556
H -0.665 -0.606 1.736
H -0.772 -1.809 0.432
H -2.251 -1.152 1.141
H 1.238 2.294 0.562
H 3.199 -0.124 -0.925
H 2.145 -1.599 -0.525


Record 5
14
Properties=species:S:1:pos:R:3 method="wB97M-V/def2-TZVPD" lumo_energy_ev=0.2 charge=0
C 1.794 0.210 0.159
C 0.465 0.671 -0.225
C -0.594 -0.236 0.096
C -0.296 -1.602 0.173
N -0.026 -2.714 0.288
C -1.925 0.219 0.157
O -1.640 0.067 -1.195
H 1.902 0.450 1.205
H 2.449 0.883 -0.365
H 1.937 -0.840 -0.105
H 0.280 1.719 0.005
H 0.277 0.415 -1.298
H -2.644 -0.465 0.561
H -1.978 1.222 0.545


Record 6
14
Properties=species:S:1:pos:R:3 method="wB97M-V/def2-TZVPD" lumo_energy_ev=0.5 charge=0
O 1.346 0.713 1.926
C 1.410 1.252 0.863
C 0.456 0.886 -0.681
C 0.088 -0.483 -1.079
C -0.222 -1.315 0.156
C -1.260 -0.220 0.487
N -0.962 0.536 -0.769
H 1.710 1.935 0.118
H 0.702 1.532 -1.567
H 0.214 -0.876 -2.086
H 0.599 -1.473 0.861
H -0.682 -2.273 -0.085
H -1.110 0.362 1.401
H -2.290 -0.577 0.455


Record 7
14
Properties=species:S:1:pos:R:3 method="wB97M-V/def2-TZVPD" lumo_energy_ev="-0.6 / -0.6" charge=0
C -1.615 -0.534 -1.146
C -0.301 -0.138 -0.602
C 0.986 -0.306 -0.519
N 2.121 -1.087 -0.832
O 1.816 -2.229 -1.117
C 0.470 0.886 0.211
C 0.448 0.860 1.730
H -1.580 -1.555 -1.534
H -1.905 0.140 -1.960
H -2.388 -0.465 -0.374
H 0.591 1.889 -0.216
H 0.414 -0.176 2.084
H 1.357 1.321 2.130
H -0.414 1.394 2.144


Record 8
14
Properties=species:S:1:pos:R:3 method="wB97M-V/def2-TZVPD" lumo_energy_ev=1.1 charge=0
C -1.647 -1.120 0.169
C -0.292 -0.522 0.255
O 0.732 -1.386 0.539
C 1.880 -0.753 0.233
C 1.641 0.499 -0.218
C 0.218 0.664 -0.177
N -0.503 1.798 -0.592
H -2.392 -0.366 -0.099
H -1.632 -1.861 -0.640
H -1.972 -1.635 1.077
H 2.781 -1.319 0.399
H 2.375 1.199 -0.587
H 0.097 2.596 -0.742
H -1.218 2.066 0.070


It is found that the energy relative to the best compared isomer or geometry (same formula, charge and spin) values, taken in the order of the records, are 371.2 254.1 839.3 420.1 344.0 501.6 485.1 77.5 kJ/mol.
It is found that the total energy values, taken in the order of the records, are -324.58310 -324.62767 -324.40481 -324.56448 -324.59344 -324.53343 -324.53970 -324.69496 Ha.